*w*
The following is a DFT calculation (wB97M-V/def2-TZVPD) of a structure of composition C49H34Cl8N5O4S2Y.

```
103
Properties=species:S:1:pos:R:3
Y -0.51888 -0.74415 0.69573
C -0.08954 -4.81302 -1.83395
C -0.24213 -4.44663 -3.15943
C -0.15269 -3.10758 -3.49935
C 0.06999 -2.17717 -2.49232
N 0.23280 -2.53085 -1.21624
C 0.15626 -3.81986 -0.90045
C 0.07114 -0.71680 -2.77869
C 0.47028 -0.22553 -4.01442
C 0.38830 1.13672 -4.23894
C -0.09808 1.95591 -3.23835
C -0.45623 1.39094 -2.01936
N -0.35548 0.07848 -1.79742
C -1.01668 2.21223 -0.90770
C -0.93491 3.59734 -0.89832
C -1.50258 4.29267 0.15788
C -2.12862 3.58850 1.16925
C -2.12834 2.20360 1.10444
N -1.59362 1.53239 0.08762
H -0.16630 -5.84430 -1.51920
H -0.44985 -5.18861 -3.91928
H -0.30148 -2.78584 -4.52027
H 0.29701 -4.05714 0.14751
H 0.85147 -0.89723 -4.76994
H 0.69073 1.55607 -5.18955
H -0.20787 3.01636 -3.40892
H -0.41440 4.13204 -1.67919
H -1.43797 5.37227 0.19186
H -2.57630 4.08878 2.01594
H -2.53162 1.59836 1.90466
Cl -8.12144 -2.70246 0.36993
C -6.42076 -2.44456 0.24220
C -5.70405 -1.91157 1.31286
Cl -6.51737 -1.50096 2.77602
C -4.33932 -1.70793 1.20517
Cl -3.40592 -1.04332 2.49514
C -3.61606 -2.02478 0.03275
O -2.34848 -1.83616 -0.05726
C -4.37270 -2.55660 -1.03261
Cl -3.51509 -2.93756 -2.48324
C -5.74055 -2.76381 -0.93170
Cl -6.60877 -3.41992 -2.26976
O -0.36695 0.14101 2.47757
Cl 3.21043 -2.75136 -4.78973
C 3.82865 -2.91471 -3.17426
C 4.78530 -2.02276 -2.71618
C 5.30332 -2.19915 -1.44670
C 4.88791 -3.24088 -0.62154
C 5.49872 -3.35524 0.76172
C 4.92898 -2.28704 1.69682
N 3.49999 -2.40946 1.89325
C 2.86812 -2.85636 3.03216
C 1.53626 -2.70394 2.80844
N 1.34155 -2.19328 1.54719
C 2.53617 -2.02018 1.03376
O 6.89219 -3.10844 0.73895
C 7.69395 -4.25972 0.49130
C 7.39710 -4.93278 -0.81611
C 7.71346 -4.41629 -2.03690
Cl 8.56779 -2.95921 -2.33227
S 7.12409 -5.35992 -3.33640
C 6.47842 -6.51532 -2.25046
C 6.68726 -6.16108 -0.95597
C 3.90254 -4.09131 -1.10498
Cl 3.27480 -5.37739 -0.11410
C 3.37062 -3.94735 -2.37858
H 5.13031 -1.21988 -3.35240
H 6.07724 -1.53262 -1.08667
H 5.29123 -4.34498 1.17954
H 5.15656 -1.29898 1.29312
H 5.41478 -2.36654 2.66760
H 3.42121 -3.19469 3.89009
H 0.71098 -2.89063 3.47359
H 2.74503 -1.58569 0.06934
H 7.55928 -4.97945 1.30693
H 8.72058 -3.89710 0.51722
H 5.97532 -7.39037 -2.62790
H 6.34554 -6.74776 -0.11463
H 2.61283 -4.62922 -2.73610
O 1.21856 0.76880 0.62461
S 1.02490 1.55006 1.94856
C 2.24349 2.88828 1.50086
C 2.44063 3.89293 2.44282
C 3.21620 5.00085 2.14254
C 3.79077 5.12629 0.88170
C 3.58238 4.13730 -0.06700
C 2.80935 3.02071 0.24023
C 2.11751 0.84471 3.19233
C 1.58414 0.50930 4.42938
C 2.42658 0.05354 5.43343
C 3.78666 -0.09338 5.19408
C 4.30834 0.21570 3.94503
C 3.47403 0.69527 2.94405
H 1.98424 3.80085 3.42455
H 3.37207 5.77100 2.88801
H 4.39354 5.99342 0.64294
H 4.02468 4.23180 -1.05206
H 2.63801 2.24310 -0.49310
H 0.51405 0.58723 4.55870
H 2.01778 -0.19608 6.40451
H 4.44126 -0.44448 5.98270
H 5.37150 0.11460 3.75854
H 3.87778 0.97552 1.97819
```

Computed properties:
Total charge: 0

*x*
The following is a DFT calculation (wB97M-V/def2-TZVPD) of a structure of composition C49H34Cl8N5O4S2Y.

```
103
Properties=species:S:1:pos:R:3
Y -0.93225 0.66075 -1.26274
C -3.81627 4.24250 0.37035
C -3.19406 4.81083 1.46513
C -2.10103 4.16756 2.01827
C -1.66088 2.97660 1.45228
N -2.24123 2.44198 0.37692
C -3.29865 3.06127 -0.13842
C -0.48276 2.25433 2.00767
C -0.06576 2.45069 3.32202
C 1.06023 1.78714 3.76900
C 1.74307 0.95349 2.90456
C 1.24846 0.78501 1.61518
N 0.14937 1.40984 1.19078
C 1.89208 -0.14906 0.65521
C 3.20011 -0.58704 0.80292
C 3.68082 -1.53471 -0.09080
C 2.84321 -2.03075 -1.07183
C 1.55753 -1.51195 -1.18128
N 1.11268 -0.57328 -0.34454
H -4.67079 4.70617 -0.10205
H -3.54423 5.74723 1.87899
H -1.57961 4.60828 2.85582
H -3.74558 2.60210 -1.01189
H -0.62549 3.09762 3.98140
H 1.39919 1.91169 4.78941
H 2.61603 0.40643 3.22798
H 3.83654 -0.19204 1.58263
H 4.70015 -1.88901 -0.00560
H 3.18180 -2.78035 -1.77319
H 0.81133 -1.77386 -1.93821
Cl -3.81842 6.14487 -5.78705
C -2.92297 5.17244 -4.67847
C -3.28750 3.84859 -4.44498
Cl -4.65598 3.17366 -5.24852
C -2.55483 3.07232 -3.56467
Cl -2.95972 1.41175 -3.27210
C -1.42472 3.56016 -2.86727
O -0.76174 2.82764 -2.05237
C -1.10276 4.91729 -3.10479
Cl 0.22149 5.57452 -2.21553
C -1.82455 5.69650 -3.99572
Cl -1.36906 7.34052 -4.25788
O -0.93884 -0.88486 -2.36324
Cl 3.16606 -2.17275 4.02425
C 1.48062 -2.50291 3.74286
C 0.58670 -2.40058 4.79760
C -0.73311 -2.75377 4.58251
C -1.18189 -3.19183 3.33820
C -2.61283 -3.67854 3.21808
C -3.61743 -2.53146 3.05579
N -3.44394 -1.85034 1.79424
C -3.88798 -2.30422 0.56934
C -3.30299 -1.50789 -0.36441
N -2.51390 -0.57189 0.26727
C -2.60721 -0.82076 1.54981
O -3.01057 -4.37043 4.38837
C -2.75812 -5.77489 4.35176
C -1.32479 -6.12780 4.09069
C -0.32191 -6.03231 5.00947
Cl -0.49066 -5.57507 6.65327
S 1.21613 -6.41395 4.36425
C 0.53462 -6.71685 2.82391
C -0.81201 -6.54063 2.82514
C -0.26849 -3.21030 2.28922
Cl -0.75762 -3.65528 0.68913
C 1.06856 -2.88645 2.48263
H 0.93039 -2.09122 5.77462
H -1.43071 -2.74798 5.41072
H -2.70255 -4.32541 2.33967
H -3.50080 -1.81821 3.87237
H -4.62576 -2.94157 3.10415
H -4.55913 -3.14147 0.48653
H -3.33273 -1.56856 -1.43987
H -2.10189 -0.28435 2.33952
H -3.38767 -6.23506 3.58077
H -3.07775 -6.14391 5.32559
H 1.16658 -7.00517 2.00006
H -1.42943 -6.67378 1.94737
H 1.76561 -2.94695 1.65792
O 0.42348 1.42462 -4.42307
S 1.39357 1.37449 -3.30670
C 2.62268 0.15089 -3.78484
C 2.07557 -0.98861 -4.36394
C 2.91325 -2.04119 -4.70115
C 4.27725 -1.95816 -4.45059
C 4.80897 -0.81899 -3.86115
C 3.98146 0.24372 -3.52321
C 2.38018 2.86070 -3.34253
C 3.04254 3.26551 -2.19489
C 3.76695 4.44808 -2.21578
C 3.79575 5.21995 -3.37001
C 3.10202 4.81600 -4.50326
C 2.38597 3.62844 -4.49463
H 1.00380 -1.03472 -4.52208
H 2.49677 -2.92951 -5.15869
H 4.92879 -2.77969 -4.72102
H 5.87357 -0.74929 -3.67653
H 4.39989 1.13906 -3.08214
H 2.97490 2.66924 -1.29087
H 4.29098 4.77779 -1.32789
H 4.34676 6.15155 -3.38021
H 3.10804 5.43482 -5.39105
H 1.81103 3.29495 -5.34995
```

Computed properties:
Total charge: 0

Question: which arrangement is favored energetically? Ranking from most to least stable: *w*, *x*.